Record 1
14
Properties=species:S:1:pos:R:3:forces:R:3 method="wB97M-V/def2-TZVPD" homo_ev=-8.72 total_charge=0
C -0.253325 0.495639 -1.108297 1.1958 -0.7513 -2.2435
C 0.149119 -0.091965 0.257549 -0.7725 -0.4524 -2.2690
C -0.797011 -1.212676 0.662245 -1.1352 -1.9797 1.4438
C 0.244978 0.819294 1.386455 -1.9997 2.9342 5.3696
H 1.700906 -0.012656 -1.640479 -2.7519 0.5108 -1.4556
H 0.721045 0.663187 -2.948825 -0.3779 0.5794 -0.9291
H -1.766222 -1.449117 0.150330 1.1198 0.9405 -0.0961
H -0.344511 -2.243466 0.840557 0.0771 1.5938 -0.4340
H -0.309203 1.919944 1.599353 1.8476 -3.0768 -1.5546
H 1.367900 0.759690 1.763030 -2.8023 0.4419 -0.2046
N 0.710994 0.206626 -2.076304 2.0565 -0.5739 4.0400
F 1.443017 -0.580489 0.295613 0.9719 -1.2088 -1.6420
S -1.726711 1.133757 -1.476768 0.7361 -0.0783 0.5642
S -1.140976 -0.407769 2.295540 1.8348 1.1207 -0.5889


Record 2
26
Properties=species:S:1:pos:R:3:forces:R:3 method="wB97M-V/def2-TZVPD" homo_ev=-7.96 total_charge=0
C 2.442125 1.035340 0.373890 -1.4222 0.0809 0.1519
C 2.076490 -0.321794 -0.201613 1.3031 -3.7540 -2.6096
N 0.606665 -1.051402 -0.683982 1.7852 3.6890 2.6150
C 0.389245 -2.433433 -0.318473 0.7434 -0.3505 0.3062
N 0.082941 -0.142738 0.325126 -3.1479 0.7236 0.1860
C -1.164928 0.573474 -0.076637 -0.0469 -0.6015 0.3571
C -1.411435 1.672335 0.957663 0.0507 -0.2199 -0.2111
C -2.357748 -0.391612 -0.135010 0.1153 0.3748 -0.0957
N -1.002877 1.175027 -1.383815 -0.0070 0.0409 -0.0494
H 2.060294 1.153077 1.390102 -0.0469 0.1168 -0.1610
H 3.525479 1.123469 0.425769 0.1617 -0.2487 -0.2534
H 2.058496 1.840623 -0.253351 0.0111 0.0902 0.1170
H 2.528409 -0.410619 -1.187699 0.7951 0.0368 0.0562
H 2.513932 -1.105089 0.434497 -0.0461 0.0936 -0.0914
H 0.847919 -2.722053 0.644897 -0.0143 0.1558 -0.0384
H -0.678938 -2.666709 -0.241229 0.1607 0.2401 -0.2064
H 0.845035 -3.060898 -1.084314 -0.0999 -0.1093 -0.0363
H -0.016236 -0.578751 1.240671 -0.1337 -0.2259 -0.1327
H -2.266623 2.271947 0.653157 -0.0727 -0.0103 -0.0011
H -0.542390 2.324879 1.034441 0.0712 -0.0019 0.0126
H -1.617175 1.244261 1.938724 0.0266 -0.0111 0.0604
H -2.496704 -0.896991 0.819125 0.0253 -0.0420 0.0905
H -2.190555 -1.135857 -0.909779 -0.0369 -0.0852 -0.1008
H -3.261781 0.161818 -0.373648 -0.1565 -0.0110 -0.0783
H -0.275330 1.884007 -1.351529 -0.0306 -0.0926 -0.0028
H -0.694308 0.457688 -2.036980 0.0121 0.1215 0.1158